Density functional theory data (ωB97M-V/def2-TZVPD) for a molecular structure, C26H67BrN5O11V in a non-equilibrium geometry.

Each line ends with the Mulliken charge.
Cartesian coordinates (Å):
O (11.6139, -0.8814, 9.2763)  -0.610
V (12.2728, -2.3106, 9.3946)  1.016
O (11.3168, -3.2411, 10.2282)  -0.500
Br (11.3544, -3.2034, 7.0326)  -0.800
O (13.5422, -1.8473, 11.1410)  -0.337
C (14.8024, -1.6492, 10.5807)  -0.353
C (15.1733, -2.5440, 9.4429)  0.088
O (14.2452, -2.5957, 8.4134)  -0.735
H (15.5751, -1.7588, 11.3844)  0.215
H (14.8973, -0.5689, 10.3089)  0.051
H (15.3421, -3.5752, 9.8395)  -0.258
H (16.1514, -2.1831, 9.0500)  0.352
C (7.6832, -10.3944, 9.0351)  -0.922
O (8.5984, -9.3587, 8.9784)  -0.154
C (9.8917, -9.8147, 8.7099)  -0.613
C (10.8302, -8.6341, 8.5335)  -0.589
N (11.5158, -8.0738, 9.7470)  -0.415
C (11.8401, -6.6368, 9.4668)  -0.393
C (13.2034, -6.2738, 10.0328)  0.038
O (14.1335, -7.2389, 9.4690)  -0.429
C (15.4612, -7.0445, 9.9406)  -0.630
H (7.4048, -10.7620, 8.0347)  0.319
H (6.7597, -10.1135, 9.5403)  0.256
H (8.0592, -11.2436, 9.6318)  0.350
H (9.8364, -10.2860, 7.7120)  0.344
H (10.2946, -10.5511, 9.4171)  0.334
H (10.2561, -7.8742, 7.9910)  0.353
H (11.6118, -8.9366, 7.8155)  0.403
H (12.4232, -8.5186, 9.6080)  0.294
H (11.0936, -6.0583, 10.0238)  -0.065
H (11.7348, -6.3164, 8.4255)  0.435
H (13.1894, -6.3249, 11.1255)  0.351
H (13.5218, -5.3086, 9.6397)  0.000
H (15.7313, -5.9872, 9.8984)  0.153
H (16.0883, -7.5541, 9.1933)  0.248
H (15.6539, -7.5515, 10.8914)  0.271
C (9.5094, 0.3433, 11.7864)  -0.418
O (10.2267, 0.0757, 12.9626)  -0.408
C (10.7184, -1.2582, 12.9836)  0.445
C (11.6479, -1.4965, 14.1335)  -1.280
N (13.0012, -1.0453, 13.9311)  -0.214
C (13.1567, 0.3986, 13.9723)  -0.208
C (14.5884, 0.8335, 13.8231)  -0.099
O (15.3873, 0.3868, 14.8960)  -0.394
C (16.6687, 0.9331, 14.9007)  -0.775
H (10.1595, 0.3632, 10.8988)  -0.024
H (9.0614, 1.3360, 11.8696)  0.285
H (8.7383, -0.4100, 11.5700)  0.233
H (11.1754, -1.5609, 12.0428)  0.003
H (9.8632, -1.9515, 13.1413)  0.357
H (11.7570, -2.5883, 14.1910)  0.437
H (11.2074, -1.2494, 15.1040)  0.416
H (13.2474, -1.3239, 12.9596)  0.090
H (12.7143, 0.8178, 14.8926)  0.385
H (12.5630, 0.9104, 13.1903)  0.140
H (14.6534, 1.9214, 13.6798)  0.258
H (14.9438, 0.3076, 12.9181)  -0.027
H (17.3509, 0.3658, 15.5398)  0.282
H (16.6439, 1.9889, 15.2200)  0.272
H (17.1630, 0.8639, 13.9116)  0.291
C (15.9424, 5.8484, 10.5436)  -1.526
C (14.5519, 5.2950, 10.8394)  0.488
C (14.4681, 3.8331, 10.4765)  -0.531
O (13.1654, 3.3982, 10.5428)  -0.424
C (13.0744, 1.9960, 10.3889)  0.069
N (14.2426, 5.5840, 12.2533)  -0.775
H (16.1021, 5.9580, 9.4697)  0.389
H (16.6877, 5.1869, 10.9891)  0.352
H (16.0029, 6.8638, 10.9364)  0.425
H (13.8146, 5.8631, 10.2600)  0.265
H (15.1159, 3.2513, 11.1549)  0.162
H (14.8462, 3.7089, 9.4453)  0.308
H (13.5674, 1.4580, 11.2039)  -0.189
H (13.5182, 1.7429, 9.4252)  0.459
H (12.0276, 1.7219, 10.4455)  -0.050
H (13.5052, 4.9901, 12.6290)  0.294
H (15.0483, 5.3013, 12.8185)  0.265
C (6.9707, -4.0100, 9.2448)  -1.698
C (7.2621, -3.1398, 7.9810)  0.647
C (6.0005, -2.3661, 7.7780)  -0.664
O (6.0338, -1.3954, 6.7503)  -0.298
C (4.7976, -1.0358, 6.2549)  -0.734
N (8.3797, -2.3550, 8.4890)  -0.300
H (6.0580, -4.6113, 9.1118)  0.506
H (6.6690, -3.3103, 10.0302)  0.408
H (7.8164, -4.6206, 9.5212)  0.220
H (7.4645, -3.8963, 7.2056)  0.140
H (5.6589, -1.9215, 8.7285)  0.344
H (5.1839, -3.0773, 7.5163)  0.350
H (4.9769, -0.2963, 5.4768)  0.253
H (4.1561, -0.5982, 7.0340)  0.281
H (4.2909, -1.9031, 5.8019)  0.306
H (8.9891, -1.8224, 7.8883)  0.229
H (8.9109, -3.0046, 9.0458)  -0.059
C (7.5379, -9.7003, 14.3269)  -1.432
C (8.6638, -8.7309, 13.9079)  0.400
C (8.1082, -7.6269, 13.0239)  -0.864
O (9.0320, -6.6307, 12.8813)  -0.306
C (8.5986, -5.5694, 12.0001)  -0.837
N (9.2908, -8.1328, 15.1167)  -0.644
H (7.0558, -10.0823, 13.4244)  0.337
H (6.8021, -9.2506, 14.9952)  0.352
H (7.9741, -10.5624, 14.8383)  0.397
H (9.3940, -9.3216, 13.3480)  0.398
H (7.2209, -7.2253, 13.5680)  0.288
H (7.7289, -8.0498, 12.0850)  0.312
H (7.5306, -5.3926, 12.2177)  0.413
H (8.6207, -5.9521, 10.9620)  0.132
H (9.2108, -4.6730, 11.9847)  0.503
H (9.6901, -8.8770, 15.6820)  0.263
H (8.5077, -7.7620, 15.6554)  0.260

## Properties
- Total charge: -2
- Multiplicity: 1

***

Density functional theory data (ωB97M-V/def2-TZVPD) for 2 unconnected molecules or ions with the total composition C5H13N3 in a non-equilibrium geometry.

Each line ends with the natural charge from an NBO analysis.
Cartesian coordinates (Å):
H (2.6602, -0.2346, 1.9362)  0.356
N (1.9562, 0.2591, 1.3913)  -0.660
C (2.3281, 0.7515, 0.2963)  0.181
C (1.2538, 1.5340, -0.6625)  -0.675
H (3.3774, 0.7714, -0.0417)  0.162
H (1.2760, 0.9895, -1.6021)  0.219
H (1.7250, 2.5015, -0.8138)  0.214
H (0.2556, 1.8232, -0.3592)  0.243
C (-2.3046, -0.8934, -0.8014)  -0.590
C (-1.1044, -0.8650, -0.2110)  0.195
C (-0.0345, -1.8791, -0.4960)  -0.642
N (-0.7529, 0.0398, 0.7697)  -0.495
N (-1.5751, 1.1132, 1.1646)  -0.654
H (-2.5446, -1.6493, -1.5248)  0.200
H (-3.0997, -0.2115, -0.5475)  0.191
H (-0.4243, -2.6779, -1.1216)  0.224
H (0.8075, -1.4093, -1.0059)  0.209
H (0.3408, -2.3070, 0.4334)  0.217
H (0.1799, 0.0113, 1.1852)  0.420
H (-1.9426, 1.5817, 0.3334)  0.337
H (-2.3779, 0.7508, 1.6776)  0.346

## Properties
- Energy above the lowest of the compared OMol25 structures with the same formula, charge and spin: 242.17 kJ/mol
- Structure (SMILES): [H]/N=C/C.C=C(C)NN
- Multiplicity: 1

***

Density functional theory data (ωB97M-V/def2-TZVPD) for 2 unconnected molecules or ions with the total composition C5H3F4IO in a non-equilibrium geometry.

Each line ends with the natural charge from an NBO analysis.
Cartesian coordinates (Å):
C (-2.3732, -0.8086, -0.2442)  -0.451
C (-1.1721, -0.8683, 0.3845)  0.120
C (1.5783, 1.3410, -0.3241)  0.353
C (0.7261, 2.3309, -0.4000)  0.530
C (1.1073, -1.4708, 0.5459)  0.491
O (-0.0467, -1.5501, -0.0842)  -0.527
F (2.7274, 1.3209, -0.8806)  -0.262
F (0.8233, 3.5843, -0.9359)  -0.302
F (-0.4901, 2.2644, 0.2055)  -0.316
F (1.1508, -1.4645, 1.9410)  -0.357
I (2.5473, -2.7429, -0.4801)  0.088
H (-3.0862, -0.0610, 0.0012)  0.223
H (-2.7098, -1.5636, -0.9502)  0.219
H (-0.7826, -0.3118, 1.2211)  0.191

## Properties
- Multiplicity: 3

***

no.,DFT total energy (eV),M (g/mol)
1,-153749.5758,756.69
2,-9863.8564,115.18
3,-26243.9666,281.97